Entry 1:
Entry from the OMol25 dataset: C19H26N2O4S in the gas phase (ωB97M-V with the def2-TZVPD basis set).

Element x y z (Å)
C (0.7485, 2.2062, -4.7305)
C (1.3043, 0.8415, -4.3507)
H (2.2491, 0.6386, -4.8602)
H (0.5782, 0.0553, -4.5827)
O (1.6123, 0.7924, -2.9562)
C (0.5906, 0.5494, -2.1278)
O (-0.5159, 0.2398, -2.5168)
C (0.9630, 0.6757, -0.7217)
C (2.1593, 0.3611, -0.1059)
N (2.0368, 0.6575, 1.2178)
C (0.8006, 1.1920, 1.4662)
C (0.0996, 1.1858, 0.2882)
S (-1.4273, 2.0260, -0.0647)
O (-1.1110, 2.9891, -1.0792)
O (-1.9861, 2.4936, 1.1758)
N (-2.5182, 0.9897, -0.7223)
H (-2.1779, 0.6202, -1.6004)
C (-3.2556, 0.0759, 0.1097)
C (-2.7423, -1.3733, 0.0678)
C (-1.4944, -1.5906, 0.8829)
C (-0.3478, -2.0983, 0.2859)
C (0.7756, -2.3886, 1.0390)
C (0.7686, -2.1778, 2.4061)
C (-0.3653, -1.6619, 3.0103)
C (-1.4850, -1.3671, 2.2547)
H (-2.3625, -0.9687, 2.7414)
H (-0.3829, -1.5050, 4.0798)
H (1.6373, -2.4226, 3.0007)
H (1.6524, -2.7971, 0.5571)
H (-0.3366, -2.2733, -0.7802)
C (-3.8388, -2.3325, 0.5443)
H (-4.1521, -2.0867, 1.5556)
H (-4.7056, -2.2717, -0.1094)
H (-3.4713, -3.3564, 0.5377)
H (-2.5143, -1.6050, -0.9788)
H (-4.2996, 0.0851, -0.2271)
H (-3.2186, 0.4914, 1.1182)
C (0.3946, 1.6935, 2.8020)
H (0.3430, 0.8828, 3.5283)
H (-0.5881, 2.1460, 2.7068)
H (1.0976, 2.4439, 3.1627)
C (3.0735, 0.4652, 2.1933)
H (2.6429, 0.4857, 3.1909)
H (3.8289, 1.2518, 2.1173)
H (3.5575, -0.4987, 2.0380)
C (3.3991, -0.2328, -0.6672)
H (3.2878, -0.3544, -1.7392)
H (3.6065, -1.2054, -0.2192)
H (4.2537, 0.4165, -0.4785)
H (1.4814, 2.9812, -4.5208)
H (0.5024, 2.2220, -5.7885)
H (-0.1479, 2.4133, -4.1502)

Computed properties:
Frontier orbital gap ... 8.9 eV
Energy above the lowest of the compared OMol25 structures with the same formula, charge and spin ... 1.770 eV
SMILES ... CCOC(=O)c1c(S(=O)(=O)NC[C@H](C)c2ccccc2)c(C)n(C)c1C
E_tot ... -42131.16096 eV

Results of the natural (NBO) charge analysis, in e, for atoms 1 through 4: C -0.6348; C -0.0756; H 0.1871; H 0.1981

---

Entry 2:
Entry from the OMol25 dataset: CH2F2N2O in the gas phase at a distorted geometry (ωB97M-V with the def2-TZVPD basis set).

Element x y z (Å)
C (0.3673, -0.6971, -0.6820)
N (0.3260, 0.7461, -0.2103)
N (-0.4167, 1.0124, 0.7043)
O (-0.4097, -1.0650, -1.6226)
F (1.7349, -0.9412, -0.7665)
F (-0.1075, -1.3078, 0.5100)
H (-0.7651, 0.2359, 1.2025)
H (-0.7292, 2.0165, 0.8646)

Computed properties:
Frontier orbital gap ... 8.4 eV
Energy above the lowest of the compared OMol25 structures with the same formula, charge and spin ... 0.830 eV
E_tot ... -11529.19557 eV

Results of the natural (NBO) charge analysis, in e, for atoms 1 through 4: C 0.9156; N 0.0221; N -0.3133; O -0.6658

---

Entry 3:
Entry from the OMol25 dataset: a 4-piece molecular cluster, C22H28BrClF24NO7P overall (ωB97M-V with the def2-TZVPD basis set).

Element x y z (Å)
C (-1.2971, -4.3961, 1.3306)
O (-0.7891, -4.7207, 0.0527)
C (0.1782, -5.7420, 0.1015)
C (0.7904, -5.9002, -1.2824)
N (-0.1804, -6.1537, -2.3419)
C (1.6293, -4.7059, -1.6942)
O (2.7528, -4.6158, -0.8080)
C (3.0631, -3.3917, -0.2667)
Cl (1.7196, -2.7028, 0.7204)
C (3.4572, -2.4072, -1.3990)
O (3.2386, -1.0464, -1.1404)
C (4.2235, -0.4287, -0.3278)
P (4.4761, -3.5596, 0.9942)
O (5.6312, -4.1099, -0.0394)
Br (3.8576, -5.4687, 1.9803)
H (-1.9873, -3.5636, 1.2006)
H (-1.8240, -5.2493, 1.7730)
H (-0.4891, -4.0785, 2.0040)
H (0.9627, -5.5093, 0.8371)
H (-0.2739, -6.7021, 0.4037)
H (1.4736, -6.7583, -1.2307)
H (-0.8609, -5.4024, -2.3721)
H (-0.6898, -7.0065, -2.1448)
H (1.9946, -4.8836, -2.7105)
H (1.0476, -3.7791, -1.6821)
H (2.8619, -2.6626, -2.2781)
H (4.5073, -2.5883, -1.6595)
H (3.9392, -0.4702, 0.7302)
H (4.3049, 0.6156, -0.6301)
H (5.2012, -0.9085, -0.4514)
H (5.8598, -5.0297, 0.1304)
C (2.7139, 1.5358, -3.0715)
C (4.0610, 1.8272, -3.7409)
C (4.6972, 3.2025, -3.5103)
F (3.9030, 4.1852, -3.9760)
F (5.8697, 3.2514, -4.1788)
F (4.0006, 1.5627, -5.0603)
F (4.9477, 0.9473, -3.1779)
O (1.5511, 1.7080, -3.8661)
C (0.8825, 2.8887, -3.9358)
C (0.8277, 3.4563, -5.3623)
F (2.0650, 3.6137, -5.8622)
F (0.2227, 4.6651, -5.3146)
F (1.3573, 3.8020, -3.0661)
F (-0.4106, 2.6543, -3.5878)
H (2.7303, 0.4693, -2.8508)
H (2.6253, 2.0535, -2.1153)
H (4.8882, 3.3618, -2.4457)
H (0.2533, 2.7847, -6.0027)
C (-1.3669, 7.5259, -1.6993)
C (0.1579, 7.3763, -1.7249)
C (0.7629, 6.1600, -1.0196)
F (0.4763, 6.1660, 0.2988)
F (2.1074, 6.2057, -1.1587)
F (0.7524, 8.5066, -1.2945)
F (0.4816, 7.2007, -3.0409)
O (-1.9142, 8.3804, -0.7141)
C (-2.2989, 7.9302, 0.5133)
C (-1.5361, 8.6281, 1.6504)
F (-0.2083, 8.4708, 1.5001)
F (-1.9064, 8.0667, 2.8229)
F (-2.2204, 6.5933, 0.6207)
F (-3.6016, 8.2708, 0.6831)
H (-1.6051, 8.0169, -2.6417)
H (-1.8527, 6.5495, -1.7033)
H (0.3935, 5.2364, -1.4683)
H (-1.7816, 9.6914, 1.6602)
C (-5.4616, -1.9685, 4.7769)
C (-5.7812, -2.4056, 6.2108)
C (-4.6121, -2.8410, 7.1012)
F (-3.9775, -3.9079, 6.5769)
F (-5.0988, -3.1880, 8.3114)
F (-6.7448, -3.3452, 6.2166)
F (-6.2754, -1.2872, 6.8263)
O (-5.6347, -2.9287, 3.7530)
C (-4.6336, -3.7602, 3.3442)
C (-4.9929, -5.2394, 3.5480)
F (-5.3002, -5.4803, 4.8339)
F (-3.9205, -5.9920, 3.2122)
F (-3.4491, -3.4582, 3.9076)
F (-4.4929, -3.5918, 2.0064)
H (-6.2079, -1.2073, 4.5543)
H (-4.4808, -1.4945, 4.7253)
H (-3.9018, -2.0197, 7.2249)
H (-5.8388, -5.5041, 2.9113)

Computed properties:
Frontier orbital gap ... 9.8 eV
SMILES ... COC[C@@H](N)CO[C@](Cl)(COC)P(O)Br.FC(F)C(F)(F)COC(F)(F)C(F)F.FC(F)C(F)(F)COC(F)(F)C(F)F.FC(F)C(F)(F)COC(F)(F)C(F)F
E_tot ... -196164.19726 eV

Results of the Mulliken charge analysis, in e, for atoms 1 through 4: C -0.6750; O -0.3623; C -0.6039; C 0.1188

---

Entry 4:
Entry from the OMol25 dataset: C44H121FLiN11O11 as an isolated structure at a distorted geometry (ωB97M-V with the def2-TZVPD basis set).

Element x y z (Å)
Li (-0.4538, -0.3072, -1.4068)
F (0.0691, -0.0865, 0.5510)
C (2.6051, -0.6336, -2.8903)
C (1.6663, -1.8217, -3.0785)
C (2.4551, -3.1556, -3.3968)
O (3.6923, -3.3547, -2.6302)
C (4.6648, -4.2806, -3.1446)
N (0.8139, -1.8270, -1.8169)
H (3.2424, -0.7619, -2.0153)
H (2.0986, 0.3300, -2.8355)
H (3.3666, -0.5137, -3.6609)
H (0.9819, -1.5690, -3.8884)
H (2.7294, -3.1502, -4.4517)
H (1.8016, -4.0139, -3.2413)
H (5.4049, -4.6859, -2.4545)
H (5.3442, -3.9258, -3.9196)
H (4.1044, -5.0611, -3.6591)
H (0.2890, -2.6718, -1.6414)
H (1.5596, -1.9748, -1.1519)
C (-1.1422, -4.9175, -2.5132)
C (-1.6883, -4.7724, -1.1169)
C (-2.2224, -6.0065, -0.3876)
O (-3.4688, -6.3093, -0.9612)
C (-4.1011, -7.3990, -0.2964)
N (-0.7337, -3.9381, -0.4045)
H (-0.5501, -5.8325, -2.4982)
H (-0.6478, -4.0140, -2.8699)
H (-1.9554, -5.1448, -3.2025)
H (-2.6137, -4.2125, -1.2523)
H (-2.4239, -5.7387, 0.6496)
H (-1.5462, -6.8605, -0.4270)
H (-3.5848, -8.3577, -0.3454)
H (-5.0437, -7.5612, -0.8192)
H (-4.3112, -7.1192, 0.7359)
H (-0.7968, -3.8192, 0.5965)
H (0.1919, -4.3215, -0.5323)
C (-1.4054, 4.5719, 2.5600)
C (-1.8746, 3.2009, 2.3103)
C (-3.4513, 3.1673, 2.1938)
O (-4.1432, 3.5315, 3.4270)
C (-3.9292, 2.6595, 4.4792)
N (-1.3795, 2.7173, 1.0202)
H (-1.6020, 5.1212, 1.6393)
H (-0.3448, 4.8120, 2.6352)
H (-1.8578, 5.0973, 3.4011)
H (-1.5254, 2.5512, 3.1128)
H (-3.6542, 2.1274, 1.9375)
H (-3.8417, 3.7668, 1.3714)
H (-4.6943, 2.9151, 5.2123)
H (-2.9433, 2.7559, 4.9338)
H (-4.1100, 1.6037, 4.2774)
H (-1.7968, 1.8285, 0.7835)
H (-0.4615, 2.3073, 1.1167)
C (4.0005, 3.0282, 0.9749)
C (2.8822, 1.9821, 1.1934)
C (2.0701, 2.2603, 2.5121)
O (2.9123, 2.1133, 3.6377)
C (2.2539, 2.2594, 4.8700)
N (2.0509, 1.9570, 0.0103)
H (4.6254, 2.6758, 0.1543)
H (4.6774, 3.0458, 1.8291)
H (3.6474, 4.0035, 0.6401)
H (3.2655, 0.9617, 1.1943)
H (1.2659, 1.5277, 2.4432)
H (1.6321, 3.2549, 2.4277)
H (1.5107, 3.0482, 4.9863)
H (2.8960, 2.1361, 5.7422)
H (1.7659, 1.2848, 4.8796)
H (1.3719, 1.2642, 0.2913)
H (2.4831, 1.6997, -0.8656)
C (-3.9650, 4.3411, -2.5087)
C (-2.7061, 5.0465, -2.1255)
C (-2.9143, 6.1109, -0.9450)
O (-3.5633, 7.2954, -1.5630)
C (-3.7977, 8.2846, -0.5937)
N (-1.8333, 3.9489, -1.7419)
H (-4.6904, 4.9971, -2.9899)
H (-4.5408, 3.8425, -1.7289)
H (-3.8573, 3.6078, -3.3079)
H (-2.3082, 5.6481, -2.9427)
H (-1.9443, 6.4281, -0.5622)
H (-3.4752, 5.7218, -0.0953)
H (-4.0846, 9.2004, -1.1106)
H (-2.8472, 8.5252, -0.1175)
H (-4.4875, 8.0562, 0.2189)
H (-2.1089, 3.5856, -0.8407)
H (-0.9036, 4.2706, -1.5135)
C (1.8266, -6.6327, 0.8440)
C (2.6133, -6.1205, -0.3549)
C (2.3568, -6.9345, -1.7435)
O (3.0397, -8.1978, -1.6221)
C (3.1492, -8.9595, -2.7731)
N (2.0772, -4.7966, -0.6365)
H (0.7518, -6.5636, 0.6760)
H (1.9936, -5.9899, 1.7084)
H (2.0656, -7.6276, 1.2197)
H (3.6888, -6.1458, -0.1795)
H (2.8125, -6.4666, -2.6161)
H (1.3091, -7.1178, -1.9817)
H (3.8505, -9.7617, -2.5435)
H (3.5728, -8.2638, -3.4974)
H (2.2132, -9.3532, -3.1692)
H (2.0463, -4.3055, 0.2456)
H (2.7425, -4.2693, -1.1837)
C (4.0679, -1.9627, 0.8481)
C (3.1082, -2.4239, 1.9877)
C (3.4014, -1.7753, 3.3747)
O (4.7354, -2.0914, 3.7317)
C (5.1485, -1.5830, 4.9510)
N (1.7374, -2.2826, 1.4988)
H (4.0471, -0.9335, 0.4898)
H (3.9166, -2.5388, -0.0648)
H (5.0621, -2.1981, 1.2279)
H (3.2835, -3.4654, 2.2574)
H (2.6790, -2.2170, 4.0612)
H (3.3598, -0.6871, 3.3277)
H (6.2304, -1.6205, 5.0782)
H (4.6552, -2.1161, 5.7637)
H (4.9121, -0.5243, 5.0579)
H (0.9769, -2.2955, 2.1633)
H (1.6070, -1.4010, 1.0235)
C (-3.7955, 0.7100, -1.2432)
C (-3.1751, -0.4669, -0.4895)
C (-4.2912, -1.4585, 0.0183)
O (-3.7820, -2.7047, 0.5151)
C (-4.8519, -3.7377, 0.5963)
N (-2.3085, -1.1803, -1.4300)
H (-4.3041, 1.2943, -0.4764)
H (-4.4765, 0.5582, -2.0806)
H (-2.9992, 1.3313, -1.6533)
H (-2.5851, -0.1484, 0.3699)
H (-4.9150, -1.6428, -0.8564)
H (-4.8883, -0.9564, 0.7795)
H (-5.5189, -3.7729, -0.2651)
H (-5.4781, -3.4886, 1.4531)
H (-4.4729, -4.7325, 0.8301)
H (-2.0069, -1.9876, -0.9032)
H (-2.9474, -1.5869, -2.0983)
C (-1.8518, -0.1499, 3.6134)
C (-1.3984, -1.6109, 3.6356)
C (-2.3446, -2.4617, 4.3884)
O (-2.3787, -2.1348, 5.7473)
C (-3.1099, -3.0273, 6.5893)
N (-1.1639, -2.0540, 2.2339)
H (-2.8521, 0.0198, 3.2151)
H (-1.0347, 0.3424, 3.0860)
H (-1.7709, 0.2294, 4.6320)
H (-0.4275, -1.6933, 4.1241)
H (-2.0634, -3.5043, 4.2402)
H (-3.3419, -2.4390, 3.9491)
H (-2.6641, -4.0166, 6.4862)
H (-4.1638, -3.0113, 6.3115)
H (-2.9857, -2.7654, 7.6400)
H (-0.5491, -1.4294, 1.7318)
H (-1.9875, -2.2314, 1.6768)
C (3.0799, 5.7161, -1.8456)
C (1.8995, 5.7686, -0.8790)
C (1.0515, 7.0342, -1.1977)
O (1.7705, 8.2842, -0.8389)
C (0.9957, 9.4179, -1.2138)
N (1.0936, 4.5808, -1.0591)
H (3.5743, 6.6681, -2.0390)
H (2.8488, 5.3849, -2.8581)
H (3.9071, 5.1051, -1.4843)
H (2.2895, 5.7568, 0.1388)
H (0.1028, 7.0202, -0.6611)
H (0.6739, 7.0315, -2.2202)
H (1.5567, 10.2847, -0.8646)
H (-0.0221, 9.4167, -0.8235)
H (0.8710, 9.4647, -2.2957)
H (1.6068, 3.8954, -0.5234)
H (1.3603, 4.2845, -1.9871)
C (-1.3677, 1.6251, -4.3194)
C (0.0028, 1.6597, -3.7219)
C (0.7314, 2.9957, -4.0727)
O (1.9912, 2.8845, -3.4148)
C (3.1094, 2.6706, -4.2512)
N (-0.1885, 1.6069, -2.2999)
H (-1.7393, 0.6347, -4.0568)
H (-1.3436, 1.7673, -5.3999)
H (-2.0592, 2.3146, -3.8352)
H (0.5626, 0.8103, -4.1132)
H (0.2501, 3.9113, -3.7290)
H (0.9131, 3.0537, -5.1459)
H (3.1429, 3.3846, -5.0741)
H (3.3663, 1.6289, -4.4432)
H (3.9546, 2.9676, -3.6302)
H (0.6877, 1.8830, -1.8804)
H (-0.8930, 2.2586, -1.9852)

Computed properties:
Frontier orbital gap ... 8.6 eV
Energy above the lowest of the compared OMol25 structures with the same formula, charge and spin ... 0.000 eV
E_tot ... -89421.82250 eV

Results of the Mulliken charge analysis, in e, for atoms 1 through 4: Li 0.6914; F -0.5305; C -0.5903; C -0.1218